No. 1
Here is a molecular structure, C31H76AsBaBr3F6O20P5 at a distorted geometry from the Open Molecules 2025 dataset. Energies are from ωB97M-V/def2-TZVPD.

Geometry as XYZ:
```
143
C31H76AsBaBr3F6O20P5 (ωB97M-V/def2-TZVPD)
Ba -2.43011 -3.43561 -0.05461
As -1.90611 2.02853 -0.84057
F -0.91209 0.84071 0.11812
F -3.25212 0.84629 -0.77695
F -2.83756 3.04033 -1.92278
F -0.53689 3.25899 -0.86324
F -1.15050 1.13430 -2.21717
F -2.45254 2.79033 0.73409
C -7.58906 2.23515 2.29876
Br -7.59675 3.54789 3.77093
Br -8.76660 2.56120 0.72458
Br -7.74749 0.25834 2.81181
H -6.55757 2.32561 1.95829
C -11.18632 -2.74775 -3.36574
C -10.02524 -1.88092 -3.95287
O -8.80263 -2.33414 -3.28504
P -7.99033 -3.55927 -3.98968
O -6.75546 -3.93418 -3.28395
O -9.08061 -4.69182 -4.15836
C -8.61199 -6.00089 -4.34037
C -9.78593 -6.96415 -4.31522
O -7.76898 -3.08156 -5.50282
C -6.63009 -2.40962 -6.06026
C -6.74522 -0.90850 -5.66201
H -11.57250 -3.54530 -4.00048
H -10.86422 -3.26378 -2.46126
H -12.06936 -2.20620 -3.02653
H -9.93404 -2.00676 -5.03172
H -10.02248 -0.81582 -3.72125
H -8.20258 -5.94507 -5.34901
H -7.83125 -6.36526 -3.67270
H -10.62610 -6.70071 -4.95773
H -9.46224 -7.97045 -4.58107
H -10.18179 -6.93371 -3.30011
H -5.74127 -2.86604 -5.62461
H -6.75524 -2.61911 -7.12260
H -6.16040 -0.56951 -4.80693
H -6.26780 -0.36121 -6.47482
H -7.68970 -0.37841 -5.53938
C -3.56021 -0.62498 13.44475
C -4.26146 -0.42437 12.13685
O -3.62145 -0.89954 11.02920
P -2.37761 -0.20604 10.32142
O -1.89454 -0.73898 8.99981
O -2.86961 1.37287 10.23425
C -3.65124 1.84021 9.04919
C -2.72418 2.18894 7.86650
O -1.31180 -0.13809 11.55690
C -0.20598 0.78583 11.66079
C 0.88018 0.18138 12.61194
H -4.07092 -0.77234 14.39635
H -3.01060 -1.56545 13.48400
H -2.98034 0.25086 13.73584
H -5.25215 -0.87560 12.08182
H -4.52760 0.62501 12.01015
H -4.46239 1.13567 8.86544
H -4.26030 2.68028 9.38301
H -2.24189 1.25090 7.59156
H -3.26266 2.68470 7.05881
H -1.74645 2.60474 8.10994
H 0.22557 0.89064 10.66536
H -0.53857 1.73128 12.08928
H 1.89531 0.31612 12.23852
H 0.82649 0.47874 13.65922
H 0.68923 -0.89049 12.66432
C 7.78427 3.45141 -7.26834
C 7.91917 4.02883 -5.85395
O 8.37760 5.41864 -5.85902
P 8.46582 6.26205 -4.45772
O 9.70138 5.75212 -3.71551
O 8.55494 7.88025 -4.94602
C 7.68693 8.36415 -5.94202
C 7.94026 9.88683 -6.17939
O 7.00061 6.00299 -3.77577
C 6.99778 5.63914 -2.45133
C 6.04606 4.47118 -2.40722
H 8.73192 3.11395 -7.68810
H 7.20279 2.53344 -7.18267
H 7.40149 4.07206 -8.07850
H 6.95063 3.89926 -5.37099
H 8.71476 3.47488 -5.35566
H 8.01073 7.81564 -6.82655
H 6.63893 8.15144 -5.73097
H 8.91278 10.16873 -6.58291
H 7.10498 10.16700 -6.82120
H 7.83752 10.32489 -5.18659
H 7.95382 5.42671 -1.97284
H 6.59571 6.44102 -1.83211
H 6.24506 3.56360 -2.97714
H 5.94346 4.09521 -1.38928
H 5.04055 4.80927 -2.65774
C 2.57790 3.18341 3.80362
C 2.65064 1.64632 3.91206
O 3.56298 1.31720 4.94034
P 4.31774 -0.03487 5.07584
O 3.55735 -1.17943 5.62523
O 4.90112 -0.20911 3.58957
C 5.36732 -1.40245 3.13753
C 6.58500 -0.96883 2.24492
O 5.69823 0.27852 5.86425
C 6.03653 -0.63021 6.93593
C 7.33935 -0.15004 7.63070
H 2.75245 3.73888 4.72507
H 3.07462 3.58539 2.92057
H 1.54081 3.35246 3.51383
H 1.70010 1.14795 4.10229
H 3.01263 1.33451 2.93234
H 5.74075 -1.99761 3.97085
H 4.67645 -1.99470 2.53750
H 6.32001 -0.74811 1.21090
H 6.86400 0.01046 2.63381
H 7.50404 -1.55473 2.25820
H 5.28898 -0.56835 7.72679
H 6.10102 -1.57465 6.39558
H 7.23910 0.60837 8.40713
H 7.77265 -1.04455 8.07814
H 8.07870 0.12571 6.87874
C 0.06958 -2.26113 -9.07569
C -0.26700 -2.26305 -7.61062
O -0.49242 -3.48158 -6.96292
P 0.37562 -4.13785 -5.72487
O -0.09659 -3.70459 -4.31318
O 0.28067 -5.74220 -5.99062
C -1.02590 -6.34204 -6.09666
C -0.96614 -7.26000 -7.40213
O 1.83362 -3.78334 -6.01407
C 2.41841 -2.78701 -5.26215
C 2.81121 -3.50639 -3.92499
H -0.79850 -2.72815 -9.54089
H 0.06105 -1.24344 -9.46601
H 1.03366 -2.69801 -9.33600
H 0.31849 -1.65398 -6.92190
H -1.14400 -1.61576 -7.60966
H -1.27668 -7.09238 -5.34686
H -1.80813 -5.58331 -6.07361
H 0.06913 -7.44525 -7.68847
H -1.53129 -8.15228 -7.13275
H -1.47108 -6.87296 -8.28720
H 3.36337 -2.40861 -5.65197
H 1.91744 -1.81937 -5.23378
H 2.23676 -4.36982 -3.58942
H 3.74287 -3.98632 -4.22462
H 3.13976 -2.80167 -3.16110
```

Calculated values
lowest unoccupied orbital energy: -6.63 eV
largest force on an atom: 4.60 eV Å⁻¹
net charge: +1

No. 2
Here is a molecular structure, C31H78O21P5V at a distorted geometry from the Open Molecules 2025 dataset. Energies are from ωB97M-V/def2-TZVPD.

Geometry as XYZ:
```
136
C31H78O21P5V (ωB97M-V/def2-TZVPD)
V -0.90802 0.37679 -0.62593
C -4.07030 1.93076 0.08751
O -2.87296 1.29851 -0.21798
H -4.14830 2.97483 -0.21567
H -4.89374 1.46399 -0.45301
H -4.37947 1.81715 1.12656
C 4.96299 -2.26472 1.56078
C 4.42315 -2.27631 0.22070
O 3.27702 -1.44778 0.33279
P 2.49349 -0.96210 -1.04684
O 1.07581 -0.51422 -0.78121
O 3.45670 0.16693 -1.63739
C 3.46181 1.46627 -1.13301
C 4.83874 1.71208 -0.44772
O 2.70425 -2.26138 -2.00835
C 1.95285 -3.46432 -1.68144
C 2.14777 -4.54874 -2.74605
H 5.76498 -2.99930 1.63362
H 5.40794 -1.32790 1.89617
H 4.21921 -2.59548 2.28569
H 5.20384 -1.93731 -0.46026
H 4.24653 -3.31801 -0.04720
H 3.29681 2.22491 -1.89808
H 2.76520 1.69390 -0.32615
H 4.84779 0.94777 0.32935
H 5.65637 1.52014 -1.14251
H 4.91906 2.72878 -0.06304
H 2.22042 -3.83852 -0.69327
H 0.88689 -3.24139 -1.63527
H 3.13563 -4.99106 -2.61729
H 1.49301 -5.41968 -2.71693
H 1.92733 -4.12219 -3.72460
C -2.12159 3.35241 4.46360
C -1.54912 2.43189 3.34237
O -0.60155 3.23842 2.66747
P 0.63966 2.42800 1.91416
O 0.22303 1.74695 0.68349
O 1.25039 1.47278 3.10152
C 2.49413 0.74438 2.94196
C 3.14500 0.43241 4.28074
O 1.73308 3.61642 1.71541
C 2.26586 4.43217 2.80065
C 3.58549 5.14878 2.36758
H -2.13659 4.43482 4.33610
H -3.17003 3.06239 4.53268
H -1.71842 3.14788 5.45543
H -1.09083 1.54164 3.77310
H -2.28752 2.20958 2.57202
H 2.26690 -0.11458 2.31056
H 3.20860 1.35182 2.38640
H 2.68435 -0.35564 4.87645
H 4.22053 0.25919 4.31734
H 2.97160 1.19318 5.04183
H 1.46458 5.05806 3.19347
H 2.54932 3.75562 3.60689
H 3.37502 5.52679 1.36713
H 3.93448 5.91484 3.06001
H 4.45582 4.49876 2.27768
C -3.02207 -5.70822 -2.09957
C -2.37986 -4.99577 -0.91511
O -1.63420 -3.90169 -1.28682
P -2.32756 -2.57977 -1.92781
O -1.60806 -1.27843 -1.69554
O -2.49922 -2.90447 -3.53153
C -1.34577 -3.01168 -4.36087
C -1.78085 -3.43748 -5.83978
O -3.84216 -2.59419 -1.35244
C -4.63784 -1.50361 -1.73008
C -5.93052 -1.53312 -0.87077
H -3.67463 -6.53362 -1.81499
H -3.63214 -4.96924 -2.61902
H -2.26121 -5.89332 -2.85781
H -3.13146 -4.78087 -0.15550
H -1.65557 -5.66323 -0.44822
H -0.73461 -2.10918 -4.35286
H -0.69402 -3.77154 -3.92967
H -2.57572 -2.91677 -6.37376
H -0.90017 -3.33525 -6.47386
H -2.12685 -4.46939 -5.89939
H -4.08077 -0.56705 -1.70526
H -4.85806 -1.67090 -2.78441
H -6.56347 -0.67038 -1.07851
H -6.53021 -2.42782 -1.03809
H -5.72032 -1.55242 0.19859
C 3.52088 3.50879 -4.58426
C 2.13819 2.98129 -5.03346
O 1.56324 2.10745 -4.10220
P 0.27411 2.65191 -3.18979
O -0.19471 1.66527 -2.16440
O 0.86007 4.00064 -2.51208
C 0.12189 4.72081 -1.57241
C 1.14486 5.60677 -0.84059
O -0.80646 3.15190 -4.29506
C -1.77184 4.07099 -4.00597
C -2.86796 3.70574 -2.96022
H 4.21769 2.72711 -4.28171
H 4.00566 4.02567 -5.41247
H 3.42544 4.34054 -3.88628
H 1.45826 3.81180 -5.22337
H 2.23636 2.47054 -5.99137
H -0.62177 5.43150 -1.93295
H -0.36889 4.00774 -0.91001
H 0.56221 6.23337 -0.16532
H 1.83923 4.96535 -0.29789
H 1.77704 6.19173 -1.50862
H -1.33279 5.06069 -3.88015
H -2.31497 4.17153 -4.94565
H -3.66114 4.43485 -2.79483
H -3.37427 2.83733 -3.38167
H -2.37517 3.32962 -2.06368
C -0.48692 -0.70318 5.89236
C -0.02839 -1.79115 4.89606
O 0.00506 -1.14968 3.66930
P -1.02319 -1.50967 2.42242
O -0.74850 -0.94400 1.08231
O -1.09979 -3.15226 2.32125
C -0.08609 -3.95389 1.72888
C 1.20185 -3.77607 2.52794
O -2.44546 -1.04425 3.06240
C -3.66789 -1.30863 2.43940
C -4.24215 -2.67512 2.76523
H -0.38637 -1.04382 6.92287
H 0.18342 0.15347 5.82239
H -1.48682 -0.32937 5.67198
H 0.98208 -2.13810 5.11211
H -0.55267 -2.74490 4.83608
H -0.35212 -5.00989 1.68219
H -0.06285 -3.71305 0.66608
H 1.99320 -4.13277 1.86868
H 1.42008 -2.71393 2.63905
H 1.16727 -4.28049 3.49359
H -4.32650 -0.51915 2.80142
H -3.48575 -1.28906 1.36490
H -4.12491 -2.92965 3.81859
H -5.30522 -2.59187 2.53926
H -3.65393 -3.46181 2.29276
```

Calculated values
multiplicity: 5
lowest unoccupied orbital energy (alpha / beta): -3.57 / -7.86 eV
largest force on an atom: 5.35 eV Å⁻¹
net charge: +2

> Look up the largest force on an atom of the first one.

4.60 eV Å⁻¹

> Look up the largest force on an atom of the first one.

4.60 eV Å⁻¹

> Which of these has the lowest largest force on an atom?

C31H76AsBaBr3F6O20P5

> Which of these has the lowest largest force on an atom?

C31H76AsBaBr3F6O20P5